(1)
ORCA calculation (ωB97M-V/def2-TZVPD) on the molecule C6H11NO at a distorted geometry.

```
19
Properties=species:S:1:pos:R:3:forces:R:3
C -2.055 0.095 1.017 0.021 -0.016 -0.317
C -0.350 2.353 -0.062 -0.395 -0.007 -0.020
C 1.101 -1.341 -0.427 -2.853 -2.189 0.925
C -0.841 -0.105 0.156 0.991 2.275 0.243
N 1.984 -1.058 0.576 0.569 0.243 0.529
C -0.094 0.905 -0.375 -1.844 0.023 0.064
C 1.352 -1.974 -1.568 -0.389 0.387 0.252
O -0.412 -1.363 0.086 3.280 -0.648 -1.863
H 2.648 -1.787 0.787 -0.096 -0.043 -0.124
H 1.659 -0.600 1.413 -0.294 0.087 -0.280
H 0.433 0.725 -1.297 0.756 -0.341 0.262
H -1.815 0.723 1.870 -0.006 0.136 0.109
H -2.410 -0.860 1.388 -0.071 -0.163 0.054
H -2.859 0.580 0.446 0.212 -0.076 0.177
H 0.562 -2.201 -2.261 -0.162 -0.233 0.136
H 2.352 -2.298 -1.806 0.223 0.407 -0.165
H 0.419 2.982 -0.509 -0.022 -0.006 0.065
H -1.319 2.690 -0.450 0.055 0.111 0.026
H -0.356 2.534 1.017 0.024 0.053 -0.072
```
Positions in Å, forces in eV/Å.

Summary:
SMILES string: C=C(N)O/C(C)=C/C
Orbital gap: 8.82 eV
E_LUMO: 0.958 eV
2S+1: 1
Charge: 0
Strongest force on any atom: 3.83 eV Å⁻¹



(2)
ORCA calculation (ωB97M-V/def2-TZVPD) on the molecule C6H11NO at a distorted geometry.

```
19
Properties=species:S:1:pos:R:3:forces:R:3
C 0.292 0.107 0.676 -0.306 -1.490 -1.569
C 0.757 1.534 0.444 -0.239 0.246 0.072
C 0.491 -0.951 -1.755 -0.334 -0.111 -0.037
C 0.873 -0.928 -0.298 3.470 -0.393 0.791
C -3.080 0.860 0.846 0.377 -0.799 -0.082
C 1.925 -1.673 0.125 -0.910 0.783 -0.357
O -1.042 -0.139 0.268 -3.524 1.802 2.747
N -1.947 0.531 1.335 0.545 0.293 -2.089
H 0.417 -0.204 1.719 0.167 0.001 -0.198
H 0.429 1.918 -0.526 0.103 -0.260 -0.038
H 0.302 2.195 1.189 0.199 -0.115 0.021
H 1.849 1.598 0.501 -0.195 -0.005 0.078
H -3.462 0.487 -0.120 0.535 0.428 0.193
H -3.769 1.493 1.431 0.541 -0.637 0.092
H 1.118 -1.636 -2.335 0.128 0.105 0.321
H -0.532 -1.319 -1.879 0.009 0.304 -0.006
H 0.582 0.037 -2.213 -0.194 -0.021 0.070
H 2.524 -2.265 -0.559 -0.272 -0.185 0.011
H 2.272 -1.642 1.153 -0.099 0.053 -0.019
```
Positions in Å, forces in eV/Å.

Summary:
SMILES string: C=NO[C@H](C)C(=C)C
Orbital gap: 10.28 eV
E_LUMO: 1.058 eV
2S+1: 1
Charge: 0
Strongest force on any atom: 4.82 eV Å⁻¹



(3)
ORCA calculation (ωB97M-V/def2-TZVPD) on a cluster of 2 separate species, C6H11NO2 in total at a distorted geometry.

```
20
Properties=species:S:1:pos:R:3:forces:R:3
C 2.389 -0.050 0.248 0.920 0.436 0.430
C 2.022 1.078 0.050 -0.566 -0.795 -0.330
C 1.349 2.189 -0.562 1.841 2.118 -2.069
C -0.816 -1.495 1.461 2.532 0.836 3.412
C -0.878 -1.681 -1.037 -0.163 3.122 -1.135
C -1.072 -0.856 0.192 -0.052 2.146 1.635
N -1.172 0.469 0.353 -0.304 -4.209 -4.580
O -1.414 1.051 -0.916 0.360 -3.158 -1.130
O -1.111 1.179 1.306 -0.005 2.012 2.432
H -1.567 1.939 -0.793 -0.520 3.438 0.990
H 3.062 -0.831 0.494 -0.197 -0.440 0.101
H 0.699 2.774 0.057 -0.641 -0.192 0.422
H 0.887 1.819 -1.503 -0.077 0.403 0.786
H 2.119 2.989 -0.929 -1.019 -1.462 0.640
H 0.300 -1.740 1.636 -1.290 0.506 -0.548
H -1.265 -2.427 1.552 -1.144 -1.735 0.070
H -1.065 -0.867 2.388 0.075 -0.832 -1.568
H -0.114 -1.087 -1.622 -0.538 -1.284 0.213
H -1.760 -1.817 -1.663 -0.118 0.295 0.014
H -0.592 -2.636 -0.714 0.907 -1.205 0.215
```
Positions in Å, forces in eV/Å.

Summary:
SMILES string: CC(C)=[N+]([O-])O.C#CC
Orbital gap: 8.95 eV
E_LUMO: 0.777 eV
2S+1: 1
Charge: 0
Strongest force on any atom: 6.23 eV Å⁻¹



(4)
ORCA calculation (ωB97M-V/def2-TZVPD) on a structure of composition C6H11NO2 at a distorted geometry.

```
20
Properties=species:S:1:pos:R:3:forces:R:3
C -0.324 -0.461 1.683 -0.430 -0.012 -0.292
C 0.250 2.027 -0.305 0.420 -0.221 -0.152
C 1.685 -0.551 -0.099 -0.703 -0.563 0.684
C -1.038 -0.133 0.402 0.076 0.742 0.342
C -0.363 0.690 -0.557 -0.820 -0.508 0.057
C 0.042 -1.323 0.522 1.208 1.336 -0.538
O -2.406 -0.373 0.315 0.430 -0.369 -0.311
O -0.765 0.432 -1.827 0.194 0.125 0.490
N -0.049 -2.538 0.106 -0.120 -0.113 -0.432
H -2.579 -0.866 -0.498 -0.053 -0.034 0.038
H -0.321 1.016 -2.453 -0.001 0.012 0.038
H -0.827 -2.678 -0.540 -0.070 -0.191 0.331
H -0.966 -0.971 2.394 -0.042 0.111 -0.017
H 0.381 0.241 2.114 0.077 -0.152 -0.044
H 0.499 2.170 0.744 -0.016 -0.084 -0.030
H -0.470 2.799 -0.599 -0.065 -0.124 0.029
H 1.155 2.169 -0.902 0.029 0.033 0.034
H 1.776 -0.703 -1.173 -0.065 -0.017 0.015
H 2.208 -1.340 0.436 0.136 -0.121 -0.207
H 2.113 0.392 0.239 -0.184 0.150 -0.035
```
Positions in Å, forces in eV/Å.

Summary:
Orbital gap (alpha / beta): 7.38 / 7.37 eV
E_LUMO (alpha / beta): 0.065 / 0.062 eV
2S+1: 1
Charge: 0
Strongest force on any atom: 1.88 eV Å⁻¹



(5)
ORCA calculation (ωB97M-V/def2-TZVPD) on a cluster of 3 separate species, C6H11NO2 in total at a distorted geometry.

```
20
Properties=species:S:1:pos:R:3:forces:R:3
C 0.423 -0.683 -0.471 2.520 -2.063 1.874
C -2.403 0.771 -0.232 -0.003 -0.189 0.147
N 0.476 0.232 0.488 -1.684 1.847 -1.052
C -1.058 1.136 -0.736 -0.163 1.114 0.353
C 1.664 -1.700 1.053 -0.330 -0.492 -1.029
C -0.696 2.145 -1.499 0.055 -0.092 0.076
C 1.030 -2.444 1.935 0.032 0.021 0.129
O 1.570 1.072 0.304 -0.148 -0.421 -0.107
O 1.144 -0.712 -1.586 -0.255 0.356 -0.157
H 1.569 1.618 1.101 -0.061 -0.080 -0.107
H 1.834 -0.032 -1.533 -0.061 -0.043 0.065
H -0.401 -1.377 -0.421 -0.090 0.153 -0.086
H 2.737 -1.697 0.875 0.014 -0.046 0.033
H -2.395 0.673 0.858 0.020 -0.024 -0.080
H -3.156 1.524 -0.495 0.123 -0.033 -0.058
H -2.738 -0.186 -0.643 0.012 0.022 0.039
H 0.337 2.322 -1.780 0.037 0.038 0.107
H -1.421 2.870 -1.876 -0.030 -0.162 -0.088
H -0.048 -2.370 2.071 -0.009 -0.055 -0.102
H 1.530 -3.161 2.588 0.022 0.150 0.041
```
Positions in Å, forces in eV/Å.

Summary:
Orbital gap (alpha / beta): 7.38 / 7.77 eV
E_LUMO (alpha / beta): 0.607 / 0.646 eV
2S+1: 1
Charge: 0
Strongest force on any atom: 3.76 eV Å⁻¹



(6)
ORCA calculation (ωB97M-V/def2-TZVPD) on a cluster of 3 separate species, C6H11NO2S in total at a distorted geometry.

```
21
Properties=species:S:1:pos:R:3:forces:R:3
C 2.933 -1.588 3.057 -0.813 0.648 -0.935
C 0.314 0.183 0.786 0.127 0.086 -0.917
C -0.418 0.374 -0.307 0.080 -1.105 0.871
C -0.491 0.355 -2.705 -1.627 0.838 -1.275
C -1.193 2.432 -1.391 1.819 -1.009 1.168
C -0.203 1.264 -1.479 1.705 -0.189 -1.283
N 1.864 -1.903 2.773 1.298 -0.028 0.626
O -0.187 -4.156 2.132 -0.498 2.411 0.569
O -0.798 -2.736 4.010 -0.420 0.463 2.061
S -0.520 -2.811 2.637 0.335 -3.251 -2.593
H 3.853 -1.035 3.077 0.076 -0.459 0.396
H 0.075 -0.612 1.448 -0.336 -0.192 0.521
H 1.252 0.662 0.974 0.389 0.534 0.008
H -1.284 -0.323 -0.374 0.316 0.750 -0.194
H -1.587 0.061 -2.561 1.239 0.238 -0.743
H 0.083 -0.572 -2.579 0.033 0.303 -0.547
H -0.357 0.878 -3.798 -0.197 -1.329 2.821
H -1.262 2.852 -2.338 -0.379 1.239 -1.609
H -0.882 3.128 -0.618 0.006 0.279 -0.107
H -2.107 1.999 -1.083 -1.296 -0.239 0.152
H 0.914 1.548 -1.661 -1.859 0.011 1.011
```
Positions in Å, forces in eV/Å.

Summary:
Orbital gap: 9.60 eV
E_LUMO: -0.140 eV
2S+1: 1
Charge: 0
Strongest force on any atom: 4.17 eV Å⁻¹



(7)
ORCA calculation (ωB97M-V/def2-TZVPD) on the molecule C6H11NO3 at a distorted geometry.

```
21
Properties=species:S:1:pos:R:3:forces:R:3
C -0.988 0.650 -1.045 1.458 -0.186 0.269
C -0.394 -1.110 1.570 0.143 -0.274 -0.208
C -0.979 1.122 0.434 0.400 -0.254 -0.136
C 0.395 -0.033 -1.324 -0.916 0.618 -1.550
C 0.030 0.287 1.187 -0.431 0.871 1.216
C 1.496 0.629 -1.654 -0.178 -0.211 0.180
O -2.058 -0.207 -1.296 -0.272 -0.532 -0.130
O 0.274 -1.392 -1.375 -0.022 0.071 0.234
O 0.715 -1.943 1.782 -0.013 -0.211 0.088
N 1.150 0.683 1.632 -0.115 -0.415 0.221
H -1.713 -1.089 -1.497 -0.060 0.152 0.030
H 1.147 -1.802 -1.355 -0.061 -0.001 0.013
H 1.420 -1.365 2.105 0.077 0.118 0.008
H -1.079 1.521 -1.702 0.087 -0.104 0.068
H 1.351 1.668 1.484 -0.124 -0.019 -0.332
H -1.016 -1.561 0.795 -0.004 0.038 0.056
H -1.008 -1.029 2.483 0.024 0.103 -0.158
H -0.694 2.174 0.483 -0.054 0.004 0.077
H -1.983 0.982 0.834 -0.035 0.096 0.034
H 2.398 0.116 -1.940 0.202 -0.131 0.074
H 1.536 1.700 -1.601 -0.105 0.267 -0.055
```
Positions in Å, forces in eV/Å.

Summary:
SMILES string: [H]/N=C(/CO)C[C@H](O)C(=C)O
Orbital gap: 9.90 eV
E_LUMO: 0.672 eV
2S+1: 1
Charge: 0
Strongest force on any atom: 1.90 eV Å⁻¹



(8)
ORCA calculation (ωB97M-V/def2-TZVPD) on the molecule C6H11NO3 at a distorted geometry.

```
21
Properties=species:S:1:pos:R:3:forces:R:3
C -1.868 0.459 -0.608 -2.906 -1.378 -0.206
C 0.164 0.542 0.583 0.692 -0.107 -0.726
C -2.941 1.323 -1.250 -0.098 -2.057 1.828
C 0.815 -0.559 -1.590 4.027 0.397 1.457
C 2.188 -1.018 1.931 -2.033 -2.145 1.718
C 0.994 -0.296 -0.076 -0.686 1.098 0.034
N 2.001 -0.988 0.517 -1.447 0.271 0.301
O -0.860 1.190 -0.170 1.300 0.541 0.878
O -2.051 -0.717 -0.406 0.750 0.146 0.040
O 0.168 0.939 1.952 -0.032 -0.173 -2.592
H -2.473 1.996 -1.834 1.154 3.126 -1.478
H -3.580 1.639 -0.451 0.170 1.227 0.714
H -3.685 0.863 -1.835 -0.252 -1.590 -0.983
H 1.927 -0.702 -2.079 -2.746 0.070 1.195
H 0.457 0.359 -1.999 -0.862 0.030 -0.775
H 0.250 -1.463 -1.571 -0.660 -0.405 -1.075
H 3.134 -0.627 2.130 1.591 0.671 0.869
H 1.365 -0.390 2.446 1.839 -1.399 -0.873
H 2.146 -2.127 2.392 0.021 2.285 -1.066
H 2.621 -1.353 -0.138 1.381 -0.848 -0.468
H -0.771 0.929 2.056 -1.203 0.240 1.207
```
Positions in Å, forces in eV/Å.

Summary:
SMILES string: CN/C(C)=C(\O)OC(C)=O
Orbital gap: 8.22 eV
E_LUMO: 0.782 eV
2S+1: 1
Charge: 0
Strongest force on any atom: 4.30 eV Å⁻¹



(9)
ORCA calculation (ωB97M-V/def2-TZVPD) on a structure of composition C6H11NO3S at a distorted geometry.

```
22
Properties=species:S:1:pos:R:3:forces:R:3
C -0.829 -1.853 0.035 2.341 2.132 0.898
C 1.570 -1.199 0.672 0.986 -0.435 -1.128
C 0.644 -1.633 -0.408 -2.807 1.478 -1.221
C -0.733 0.488 -0.084 -0.001 3.330 1.111
C -1.810 1.162 -0.868 -2.286 0.127 -0.578
C -0.297 1.717 0.910 -3.373 -3.812 1.498
N 0.339 0.112 -0.954 2.955 -3.411 0.142
O 2.262 1.463 0.297 0.147 0.149 0.743
O 2.857 -0.088 -1.386 -0.426 -1.168 -0.316
O -1.170 -0.622 0.672 0.035 0.247 0.585
S 1.933 0.237 -0.346 0.446 0.986 -0.351
H -1.488 -1.909 -0.775 -0.868 -1.283 -1.307
H -0.857 -2.539 0.858 -0.484 -1.004 -0.102
H 1.007 -1.012 1.551 -0.136 0.608 0.954
H 2.404 -1.874 0.794 0.338 0.069 0.297
H 1.098 -2.273 -1.175 -0.475 0.555 -0.026
H -2.219 0.598 -1.721 -0.070 -0.273 0.460
H -1.424 2.060 -1.347 0.222 0.119 0.242
H -2.638 1.487 -0.148 0.968 -0.621 -1.161
H -1.131 2.451 1.014 0.629 -0.943 0.313
H 0.554 2.165 0.607 2.138 1.573 -0.913
H -0.074 1.063 1.802 -0.280 1.578 -0.140
```
Positions in Å, forces in eV/Å.

Summary:
Orbital gap: 10.37 eV
E_LUMO: 0.514 eV
2S+1: 1
Charge: 0
Strongest force on any atom: 5.31 eV Å⁻¹



(10)
ORCA calculation (ωB97M-V/def2-TZVPD) on the molecule C6H11NO3S at a distorted geometry.

```
22
Properties=species:S:1:pos:R:3:forces:R:3
C -0.146 -1.839 -1.479 2.936 3.758 1.390
C 1.293 -1.218 -1.424 -0.660 -4.261 -0.014
C 1.087 0.199 -0.876 -0.323 -3.438 0.734
C -0.280 0.106 -0.238 -1.579 2.985 0.374
C -1.403 1.529 -0.454 5.046 -1.778 2.504
C 0.395 1.229 2.324 0.171 -2.065 -0.060
N -0.956 -1.021 -0.867 -0.686 -1.221 -1.862
O -2.210 -1.031 -0.826 -0.609 -0.661 0.087
O 0.767 -1.454 1.700 2.006 -0.740 -0.051
O -1.547 -0.786 1.952 1.779 1.304 -0.252
S -0.187 -0.423 1.539 -3.441 2.003 0.505
H -0.224 -2.734 -1.985 -1.457 -1.613 -0.700
H 1.816 -1.965 -0.688 -0.353 1.767 -1.146
H 1.734 -1.458 -2.451 -0.218 1.150 1.354
H 1.934 0.343 -0.279 0.862 0.889 1.462
H 1.107 0.834 -1.658 -0.142 2.468 -2.466
H -1.339 2.053 0.521 -0.578 -0.138 -0.987
H -2.251 1.056 -0.720 -3.134 -1.423 -0.053
H -1.090 2.085 -1.300 0.898 0.732 -0.528
H 0.533 1.930 1.527 0.068 0.292 -0.582
H -0.457 1.578 2.945 1.035 -0.429 0.110
H 1.425 0.988 2.736 -1.620 0.420 0.180
```
Positions in Å, forces in eV/Å.

Summary:
SMILES string: C[C@]1(S(C)(=O)=O)CCC=[N+]1[O-]
Orbital gap (alpha / beta): 8.97 / 8.97 eV
E_LUMO (alpha / beta): 0.533 / 0.533 eV
2S+1: 1
Charge: 0
Strongest force on any atom: 5.91 eV Å⁻¹



(11)
ORCA calculation (ωB97M-V/def2-TZVPD) on the molecule C6H11NO4.

```
22
Properties=species:S:1:pos:R:3:forces:R:3
C -1.698 -0.272 -1.611 -0.020 0.047 -0.289
C -0.205 -0.101 -1.686 0.497 -0.322 -0.327
N 0.460 -0.748 -2.563 -0.397 0.237 0.368
C 0.418 0.844 -0.681 -0.221 0.324 0.044
C 0.349 0.287 0.752 0.123 -0.293 0.113
C 1.704 -0.133 1.334 0.104 0.378 -0.035
O 1.677 -1.406 1.933 -0.192 -0.120 0.000
O 1.774 -2.399 0.908 0.196 0.141 -0.163
O -0.235 1.250 1.652 -0.002 0.046 -0.298
C -1.587 1.240 1.667 -0.629 0.642 -0.092
O -2.254 2.231 1.577 0.475 -0.463 0.234
H -2.185 0.706 -1.626 -0.022 -0.067 0.109
H -2.045 -0.847 -2.469 0.067 -0.013 0.065
H -2.007 -0.796 -0.704 0.014 0.082 0.036
H 1.454 -0.526 -2.502 0.008 0.004 0.025
H -0.131 1.792 -0.699 -0.005 -0.070 0.009
H 1.446 1.078 -0.962 -0.006 -0.082 0.014
H -0.294 -0.603 0.754 -0.015 0.004 0.067
H 1.953 0.563 2.141 -0.024 -0.110 0.012
H 2.498 -0.072 0.585 -0.039 -0.203 0.001
H 0.946 -2.329 0.404 -0.068 -0.028 0.197
H -2.035 0.242 1.795 0.156 -0.132 -0.092
```
Positions in Å, forces in eV/Å.

Summary:
SMILES string: [H]/N=C(/C)C[C@@H](COO)OC=O
Orbital gap: 11.05 eV
E_LUMO: 0.631 eV
2S+1: 1
Charge: 0
Strongest force on any atom: 0.90 eV Å⁻¹



(12)
ORCA calculation (ωB97M-V/def2-TZVPD) on a structure of composition C6H11NO5P at a distorted geometry.

```
24
Properties=species:S:1:pos:R:3:forces:R:3
C 4.250 -2.096 -0.637 0.605 -0.513 -1.622
C 3.701 -1.809 0.516 -1.479 0.217 -1.212
C -0.545 0.182 -1.975 -1.203 2.037 0.813
C -1.500 0.805 0.218 0.354 -0.569 1.501
C 0.597 1.153 -1.614 -0.535 -1.180 0.583
C -0.321 1.811 0.541 -0.421 -3.656 -4.621
N -1.217 -0.370 -0.790 -0.004 1.919 1.652
O 2.583 0.639 2.131 -0.775 -1.582 -0.567
O 3.706 -1.799 1.729 0.340 0.166 0.918
O 1.194 -1.543 2.623 -0.149 0.136 -0.051
O 0.190 2.229 -0.789 -0.638 -0.002 1.779
O 1.982 -1.048 0.215 1.460 -0.551 1.256
P 2.050 -0.717 1.759 0.354 1.380 0.221
H 5.319 -2.375 -0.682 -0.823 0.129 0.239
H 3.651 -2.143 -1.567 0.533 0.339 0.958
H -1.286 0.743 -2.546 -0.251 0.061 -0.169
H -0.242 -0.633 -2.575 0.704 -0.857 -0.676
H -2.035 0.549 1.245 1.199 -0.287 -2.255
H -2.162 1.432 -0.298 -1.477 0.637 -0.923
H 1.314 0.462 -1.105 0.306 1.202 -0.528
H 0.873 1.723 -2.484 0.938 -0.480 -0.648
H -0.584 2.670 1.033 -0.771 1.896 1.332
H 0.389 1.201 1.004 1.642 -0.164 1.111
H -0.516 -0.996 -0.428 0.092 -0.278 0.908
```
Positions in Å, forces in eV/Å.

Summary:
Orbital gap: 8.99 eV
E_LUMO: 3.579 eV
2S+1: 1
Charge: -1
Strongest force on any atom: 5.91 eV Å⁻¹



Question: Which formula does entry 2 have?
Answer: C6H11NO